{
  "formula": "H4O2",
  "method": "ωB97M-V with the def2-TZVPD basis set",
  "charge": 1,
  "de_lowest_kj_mol": 76.84,
  "gap_ev": [13.26, 5.47],
  "e_lumo_ev": [-4.70, -12.30],
  "multiplicity": 2,
  "species": ["O", "H", "H", "O", "H", "H"],
  "positions_angstrom": [[8.395, 10.548, -21.761], [7.459, 10.711, -21.645], [8.743, 11.374, -22.097], [5.852, 11.050, -20.999], [5.251, 11.237, -21.720], [5.287, 10.954, -20.234]],
  "forces_ev_per_angstrom": [[2.02, -1.64, 0.20], [-3.76, 0.14, 1.05], [1.13, 1.57, -0.75], [0.94, -0.11, -0.74], [-0.35, 0.19, -0.34], [0.03, -0.15, 0.58]]
}

{
  "formula": "C13H18INO9PV",
  "method": "ωB97M-V with the def2-TZVPD basis set",
  "charge": 0,
  "gap_ev": 1.95,
  "e_lumo_ev": -4.70,
  "multiplicity": 1,
  "species": ["C", "C", "C", "I", "C", "O", "C", "C", "O", "C", "C", "O", "O", "P", "O", "O", "O", "C", "C", "C", "C", "N", "C", "H", "H", "H", "H", "H", "H", "H", "H", "H", "H", "H", "H", "H", "H", "H", "H", "H", "H", "O", "V", "O"],
  "positions_angstrom": [[0.017, 2.381, -2.282], [-0.581, 2.445, -0.865], [-1.988, 1.847, -0.690], [-2.418, 0.259, -2.126], [-2.038, 1.118, 0.652], [-1.273, -0.010, 0.388], [-1.509, -1.171, 1.147], [-0.112, -1.744, 1.420], [0.435, -2.062, 0.167], [-0.299, -3.041, -0.510], [-1.237, -2.356, -1.550], [-0.825, -1.326, -2.183], [-2.376, -2.772, -1.700], [0.905, -4.124, -1.435], [0.662, -5.528, -1.136], [0.878, -3.823, -3.012], [2.381, -3.723, -0.961], [0.727, -0.673, 2.105], [0.450, -0.397, 3.414], [1.208, 0.613, 3.974], [2.128, 1.227, 3.173], [2.411, 0.952, 1.920], [1.684, -0.017, 1.380], [-0.713, 2.456, -3.086], [0.668, 1.510, -2.363], [0.673, 3.251, -2.382], [-0.618, 3.501, -0.589], [0.151, 1.996, -0.192], [-2.722, 2.649, -0.742], [-3.064, 0.843, 0.922], [-1.644, 1.784, 1.432], [-2.137, -1.887, 0.610], [-1.984, -0.924, 2.102], [-0.184, -2.612, 2.089], [-0.870, -3.716, 0.128], [0.013, -4.108, -3.339], [2.956, -3.715, -1.737], [-0.318, -0.916, 3.970], [1.039, 0.909, 4.998], [2.693, 2.040, 3.624], [1.852, -0.264, 0.342], [2.370, 7.552, -3.297], [1.668, 6.312, -2.435], [0.943, 5.264, -1.344]],
  "forces_ev_per_angstrom": [[0.52, 0.56, 0.52], [0.20, 0.20, -0.99], [1.17, 0.50, 1.26], [-0.13, 0.12, -0.30], [-1.12, 0.29, -0.80], [0.32, -0.43, 0.19], [0.34, -0.03, 1.18], [-0.69, 0.71, 0.36], [0.54, -0.57, 0.30], [1.16, 0.59, -1.69], [-2.14, -1.38, 0.48], [1.35, 1.81, -0.12], [0.18, -0.59, 0.39], [0.79, -1.32, 0.74], [-0.85, -0.50, 0.15], [-0.15, 0.68, 0.56], [-0.64, 0.77, -0.83], [-1.22, -2.08, -1.23], [0.44, 0.60, 0.41], [-1.06, -0.65, 0.46], [1.22, 1.59, 1.03], [-0.02, -0.10, -0.58], [0.46, 0.46, -0.08], [-0.04, -0.22, 0.00], [-0.34, -0.24, -0.36], [-0.04, -0.07, 0.03], [-0.20, 0.03, 0.06], [-0.30, -0.24, 0.10], [-0.42, -0.28, -0.60], [0.01, 0.00, 0.02], [0.24, -0.22, -0.03], [-0.11, 0.21, 0.08], [-0.10, -0.02, -0.08], [0.01, -0.17, -0.25], [-0.08, 0.08, -0.08], [0.12, -0.10, -0.36], [0.31, 0.11, 0.12], [-0.02, -0.13, 0.02], [0.20, 0.17, 0.05], [0.11, -0.03, -0.16], [0.07, -0.04, -0.02], [-0.29, -0.15, 0.63], [0.39, -0.06, -1.03], [-0.20, 0.15, 0.43]]
}

{
  "formula": "C34H98NO20S2",
  "method": "ωB97M-V with the def2-TZVPD basis set",
  "charge": -1,
  "gap_ev": 6.83,
  "e_lumo_ev": 1.58,
  "multiplicity": 1,
  "species": ["C", "C", "C", "C", "O", "S", "O", "O", "N", "S", "O", "O", "C", "O", "C", "H", "H", "H", "H", "H", "H", "H", "H", "H", "H", "H", "H", "H", "H", "C", "C", "O", "H", "H", "H", "H", "H", "H", "C", "C", "O", "H", "H", "H", "H", "H", "H", "C", "C", "O", "H", "H", "H", "H", "H", "H", "C", "C", "O", "H", "H", "H", "H", "H", "H", "C", "C", "O", "H", "H", "H", "H", "H", "H", "C", "C", "O", "H", "H", "H", "H", "H", "H", "C", "C", "O", "H", "H", "H", "H", "H", "H", "C", "C", "O", "H", "H", "H", "H", "H", "H", "C", "C", "O", "H", "H", "H", "H", "H", "H", "C", "C", "O", "H", "H", "H", "H", "H", "H", "C", "C", "O", "H", "H", "H", "H", "H", "H", "C", "C", "O", "H", "H", "H", "H", "H", "H", "C", "C", "O", "H", "H", "H", "H", "H", "H", "C", "C", "O", "H", "H", "H", "H", "H", "H"],
  "positions_angstrom": [[-6.537, -3.882, -3.944], [-6.289, -4.938, -2.858], [-5.723, -4.297, -1.579], [-4.205, -4.469, -1.530], [-3.639, -3.327, -0.865], [-2.144, -3.023, -1.344], [-2.266, -2.362, -2.608], [-1.420, -4.260, -1.357], [-1.762, -2.059, -0.154], [-0.218, -1.742, -0.013], [0.399, -1.344, -1.257], [0.519, -2.787, 0.657], [-0.076, -0.352, 1.109], [-1.112, 0.586, 1.029], [-0.684, 1.829, 1.564], [-5.710, -3.175, -3.960], [-6.598, -4.330, -4.932], [-7.455, -3.342, -3.725], [-7.207, -5.482, -2.645], [-5.577, -5.656, -3.263], [-5.909, -3.226, -1.585], [-6.183, -4.749, -0.704], [-3.930, -5.382, -1.010], [-3.837, -4.498, -2.553], [0.010, -0.748, 2.122], [0.869, 0.088, 0.788], [-1.503, 2.306, 2.090], [-0.313, 2.463, 0.758], [0.122, 1.698, 2.285], [3.807, -1.182, -1.326], [4.450, 0.070, -1.873], [5.786, 0.262, -1.386], [3.812, -1.165, -0.236], [2.772, -1.255, -1.663], [4.347, -2.079, -1.643], [3.902, 0.948, -1.538], [4.449, 0.066, -2.968], [6.326, -0.489, -1.652], [-2.268, -3.455, 4.087], [-3.430, -3.554, 3.117], [-3.643, -2.347, 2.413], [-2.442, -2.650, 4.804], [-2.130, -4.389, 4.631], [-1.341, -3.232, 3.552], [-4.357, -3.768, 3.652], [-3.253, -4.370, 2.404], [-2.834, -2.166, 1.913], [-2.185, -1.240, -5.563], [-2.301, -2.211, -6.719], [-3.668, -2.515, -7.031], [-2.668, -1.638, -4.676], [-1.142, -1.037, -5.322], [-2.672, -0.291, -5.814], [-1.831, -3.161, -6.467], [-1.808, -1.811, -7.613], [-4.101, -1.687, -7.255], [0.336, -5.543, 2.313], [-0.145, -6.255, 3.563], [0.713, -7.352, 3.916], [0.388, -6.238, 1.475], [-0.314, -4.717, 2.029], [1.340, -5.140, 2.467], [-1.140, -6.676, 3.420], [-0.189, -5.555, 4.402], [1.597, -6.993, 4.046], [-5.163, 1.567, -3.288], [-5.298, 0.599, -4.446], [-6.665, 0.310, -4.747], [-5.641, 1.158, -2.398], [-4.114, 1.761, -3.061], [-5.649, 2.519, -3.521], [-4.825, -0.349, -4.200], [-4.810, 1.002, -5.342], [-7.094, 1.138, -4.982], [-8.810, -0.313, -7.617], [-8.700, 1.005, -8.359], [-7.545, 1.745, -7.966], [-8.830, -0.138, -6.542], [-9.714, -0.853, -7.904], [-7.947, -0.949, -7.824], [-9.552, 1.646, -8.138], [-8.678, 0.834, -9.442], [-6.771, 1.204, -8.150], [6.752, 3.048, 0.848], [7.793, 3.061, -0.263], [8.094, 1.738, -0.681], [7.117, 2.475, 1.700], [6.508, 4.057, 1.185], [5.834, 2.571, 0.501], [8.722, 3.518, 0.081], [7.425, 3.641, -1.119], [7.231, 1.381, -0.936], [0.500, 5.504, 5.455], [0.025, 4.169, 4.911], [0.432, 3.964, 3.563], [0.120, 6.320, 4.838], [0.159, 5.654, 6.481], [1.591, 5.555, 5.441], [-1.063, 4.121, 4.908], [0.398, 3.351, 5.537], [1.395, 3.986, 3.540], [3.574, -3.431, 3.199], [3.208, -4.087, 4.517], [4.051, -5.207, 4.811], [3.509, -4.151, 2.384], [2.905, -2.599, 2.976], [4.601, -3.053, 3.228], [2.191, -4.470, 4.480], [3.261, -3.366, 5.338], [4.955, -4.887, 4.860], [2.412, 6.146, 5.373], [3.296, 5.379, 4.404], [2.515, 4.566, 3.523], [1.802, 5.457, 5.959], [3.008, 6.751, 6.058], [1.734, 6.810, 4.833], [3.958, 4.704, 4.942], [3.913, 6.069, 3.823], [1.937, 5.150, 3.023], [6.334, 9.283, 6.023], [6.141, 7.857, 5.542], [5.868, 7.795, 4.145], [5.448, 9.880, 5.803], [6.520, 9.313, 7.097], [7.181, 9.750, 5.515], [5.287, 7.399, 6.038], [7.028, 7.256, 5.771], [6.621, 8.182, 3.686], [-0.087, -4.554, 8.826], [-0.461, -4.306, 7.375], [0.639, -4.519, 6.497], [0.739, -3.906, 9.120], [-0.934, -4.366, 9.487], [0.236, -5.588, 8.969], [-0.769, -3.272, 7.229], [-1.296, -4.952, 7.085], [0.919, -5.436, 6.597], [6.589, 6.762, -0.225], [6.611, 8.135, 0.416], [7.944, 8.596, 0.642], [7.133, 6.050, 0.395], [5.566, 6.409, -0.354], [7.076, 6.778, -1.203], [6.130, 8.092, 1.392], [6.074, 8.866, -0.197], [8.386, 8.647, -0.210], [-2.818, -3.735, -10.180], [-2.734, -2.433, -10.952], [-1.583, -1.668, -10.602], [-2.835, -3.539, -9.109], [-3.719, -4.290, -10.447], [-1.950, -4.366, -10.393], [-3.592, -1.800, -10.729], [-2.729, -2.626, -12.032], [-0.806, -2.201, -10.793]],
  "forces_ev_per_angstrom": [[0.10, -0.30, 0.29], [0.05, 0.38, -0.24], [0.30, -0.41, -0.23], [-0.57, 0.49, -0.13], [-0.07, -0.44, 0.27], [-0.26, 0.08, 0.17], [-0.03, 0.25, -0.46], [0.12, -0.38, 0.05], [0.31, 0.43, 0.56], [0.46, -0.66, -0.64], [-0.08, 0.57, -0.42], [0.15, -0.14, 0.75], [-0.61, 0.25, 0.08], [0.03, -0.11, 0.00], [0.15, -0.15, -0.03], [0.06, 0.13, -0.06], [-0.16, -0.01, -0.11], [-0.05, 0.19, -0.10], [-0.11, -0.07, -0.02], [0.06, -0.24, 0.16], [-0.24, 0.09, 0.12], [-0.02, 0.17, 0.22], [0.23, -0.09, 0.02], [0.19, -0.08, -0.10], [0.05, -0.13, 0.06], [0.23, -0.08, 0.05], [-0.19, 0.07, -0.12], [-0.02, 0.20, -0.03], [0.02, -0.01, 0.13], [0.05, -0.01, 0.03], [-0.05, -0.04, 0.09], [0.14, 0.05, -0.05], [-0.06, 0.02, 0.01], [-0.02, -0.09, 0.06], [-0.03, 0.02, -0.08], [-0.02, 0.05, -0.05], [0.01, 0.03, 0.01], [-0.09, -0.11, 0.01], [-0.02, 0.13, 0.05], [0.10, 0.05, -0.19], [0.09, 0.04, 0.31], [-0.02, -0.01, 0.01], [0.02, -0.04, 0.04], [0.00, -0.04, 0.00], [-0.03, -0.02, 0.00], [-0.03, -0.07, 0.05], [-0.20, 0.07, -0.43], [-0.19, 0.03, -0.09], [-0.06, 0.22, -0.04], [0.12, -0.11, -0.05], [0.10, -0.05, 0.07], [0.01, -0.01, 0.03], [0.09, 0.02, -0.07], [-0.05, -0.05, 0.00], [0.06, -0.07, 0.01], [-0.04, 0.05, 0.08], [-0.05, -0.22, 0.05], [0.33, 0.09, -0.07], [-0.17, 0.00, 0.12], [-0.04, 0.01, -0.03], [0.04, 0.02, -0.03], [-0.06, 0.07, -0.02], [0.02, -0.08, 0.00], [-0.09, 0.02, -0.02], [0.07, 0.00, -0.08], [-0.09, 0.02, 0.00], [-0.11, 0.12, 0.01], [0.04, -0.09, 0.02], [0.05, -0.04, 0.02], [0.01, -0.02, 0.00], [0.05, 0.02, -0.03], [-0.04, -0.06, -0.04], [0.09, -0.02, 0.03], [0.00, 0.03, -0.06], [0.01, 0.08, 0.09], [0.18, -0.12, -0.02], [-0.13, 0.08, 0.00], [-0.01, -0.04, 0.02], [0.01, 0.00, -0.03], [-0.02, -0.03, -0.03], [0.00, 0.04, 0.00], [-0.07, 0.02, 0.00], [0.04, -0.03, 0.06], [0.04, 0.03, 0.02], [-0.12, -0.15, 0.07], [-0.03, 0.38, 0.05], [0.04, 0.01, 0.01], [-0.01, 0.00, 0.01], [-0.02, 0.03, -0.02], [0.04, -0.02, -0.02], [0.03, 0.11, 0.06], [0.01, -0.39, -0.12], [-13.60, -4.34, -1.90], [-1.01, 0.16, -0.35], [-3.62, -0.56, 0.01], [-0.42, -0.13, 0.08], [0.05, 0.05, 0.35], [-13.34, -2.65, -14.52], [-0.19, -0.47, 0.01], [0.01, -0.15, 0.20], [-1.11, -1.70, 0.91], [0.09, -0.09, 0.03], [0.20, 0.09, -0.10], [-0.18, -0.06, 0.02], [-0.05, 0.03, -0.03], [-0.03, -0.02, -0.03], [-0.02, 0.05, 0.02], [-0.01, 0.00, 0.07], [-0.10, 0.01, 0.00], [0.05, -0.01, -0.03], [16.29, 8.36, -0.64], [0.55, 0.43, 0.21], [4.37, 1.78, -0.43], [9.60, -2.08, 16.39], [0.93, 0.37, -0.16], [1.26, 0.49, 0.42], [0.01, -0.02, -0.04], [0.00, -0.08, -0.07], [0.24, 0.61, -0.48], [-0.06, 0.01, -0.08], [0.17, 0.09, -0.06], [-0.05, 0.01, 0.05], [-0.02, -0.01, 0.03], [0.01, -0.01, 0.00], [0.04, -0.01, 0.04], [-0.03, -0.05, -0.02], [-0.03, -0.03, 0.07], [0.01, -0.02, -0.07], [0.08, 0.03, -0.03], [0.08, -0.18, 0.02], [-0.04, 0.09, 0.17], [-0.02, 0.03, 0.00], [-0.01, -0.01, 0.00], [-0.05, -0.02, 0.01], [-0.01, 0.02, -0.06], [-0.08, 0.06, 0.00], [0.05, -0.03, -0.08], [0.08, 0.03, -0.03], [0.15, -0.03, -0.16], [-0.11, 0.00, 0.18], [-0.03, 0.00, 0.04], [0.01, -0.02, -0.02], [-0.07, 0.03, -0.04], [0.00, 0.09, 0.03], [-0.10, -0.05, 0.04], [0.04, -0.01, -0.02], [0.12, 0.05, 0.07], [0.16, -0.12, -0.05], [-0.12, 0.06, -0.01], [-0.10, 0.00, 0.01], [0.00, -0.01, -0.01], [-0.03, -0.02, -0.07], [0.00, 0.04, 0.01], [-0.10, 0.02, 0.00], [0.04, -0.02, 0.04]]
}

{
  "formula": "C19H28AsIrN3O2Si2",
  "method": "ωB97M-V with the def2-TZVPD basis set",
  "charge": 1,
  "gap_ev": [6.10, 6.15],
  "e_lumo_ev": [-4.74, -4.67],
  "multiplicity": 1,
  "species": ["Ir", "O", "C", "C", "C", "C", "C", "C", "C", "O", "N", "N", "C", "C", "C", "C", "C", "C", "N", "H", "H", "H", "H", "H", "H", "H", "H", "H", "H", "C", "Si", "C", "C", "As", "Si", "C", "C", "C", "H", "H", "H", "H", "H", "H", "H", "H", "H", "H", "H", "H", "H", "H", "H", "H", "H", "H"],
  "positions_angstrom": [[-0.619, -0.302, -1.462], [-0.432, 4.242, -1.032], [-1.610, 4.314, -0.388], [-2.000, 5.577, 0.060], [-3.190, 5.741, 0.732], [-4.031, 4.652, 0.976], [-3.661, 3.407, 0.533], [-2.449, 3.207, -0.154], [-2.094, 1.862, -0.587], [-0.885, 1.681, -1.095], [-2.986, 0.892, -0.448], [-2.491, -0.281, -0.917], [-3.119, -1.408, -0.903], [-2.384, -2.519, -1.504], [-2.938, -3.773, -1.684], [-2.223, -4.738, -2.379], [-0.984, -4.413, -2.895], [-0.465, -3.151, -2.654], [-1.117, -2.232, -1.949], [-0.277, 3.313, -1.278], [-1.341, 6.410, -0.140], [-3.474, 6.728, 1.072], [-4.963, 4.789, 1.507], [-4.295, 2.550, 0.709], [-4.129, -1.483, -0.524], [-3.930, -3.977, -1.307], [-2.643, -5.723, -2.533], [-0.406, -5.123, -3.470], [0.504, -2.854, -3.025], [4.393, -1.324, -0.182], [2.871, -2.383, 0.059], [2.817, -3.228, 1.723], [2.704, -3.622, -1.329], [1.160, -0.708, -0.017], [1.452, 1.055, 1.585], [2.276, 2.442, 0.648], [2.547, 0.349, 2.929], [-0.220, 1.521, 2.275], [5.269, -1.974, -0.114], [4.500, -0.548, 0.577], [4.400, -0.847, -1.162], [3.648, -3.931, 1.817], [1.888, -3.787, 1.845], [2.891, -2.513, 2.541], [3.578, -4.277, -1.314], [2.682, -3.132, -2.303], [1.818, -4.247, -1.213], [3.274, 2.163, 0.304], [2.375, 3.311, 1.303], [1.684, 2.742, -0.215], [3.507, -0.012, 2.560], [2.048, -0.464, 3.458], [2.756, 1.136, 3.658], [-0.732, 2.245, 1.641], [-0.079, 1.987, 3.253], [-0.873, 0.658, 2.411]],
  "forces_ev_per_angstrom": [[0.33, -0.27, 0.26], [0.02, 0.01, 0.00], [-0.02, 0.01, 0.03], [0.01, 0.00, 0.00], [0.01, 0.01, -0.01], [0.00, -0.01, 0.00], [-0.01, 0.03, -0.01], [-0.05, 0.02, 0.02], [0.09, -0.06, -0.09], [-0.39, -0.06, 0.28], [0.02, -0.01, -0.05], [0.09, 0.08, -0.14], [0.13, 0.19, -0.08], [0.10, -0.08, -0.09], [-0.02, 0.08, -0.03], [0.00, -0.03, -0.02], [0.02, -0.02, -0.01], [0.11, 0.01, -0.01], [-0.47, 0.00, 0.36], [-0.02, -0.02, -0.02], [0.00, 0.01, 0.00], [0.00, 0.01, 0.00], [-0.01, 0.00, 0.00], [0.00, -0.01, 0.00], [0.01, -0.05, 0.05], [0.00, 0.01, 0.01], [-0.01, 0.00, 0.00], [0.00, 0.00, 0.00], [0.06, -0.01, 0.02], [-0.12, -0.02, 0.01], [-0.08, -0.22, 0.24], [0.02, 0.04, -0.09], [-0.04, 0.14, 0.07], [0.18, 0.36, -0.80], [0.02, -0.05, 0.16], [-0.04, -0.11, 0.08], [-0.06, 0.11, -0.03], [0.05, -0.01, -0.08], [0.01, 0.00, -0.01], [-0.01, 0.00, 0.01], [0.00, -0.01, -0.01], [0.01, -0.01, -0.02], [0.00, -0.01, 0.00], [0.01, 0.01, 0.00], [0.02, -0.01, 0.04], [-0.01, 0.00, -0.03], [-0.01, 0.00, -0.02], [0.00, -0.02, -0.01], [0.00, 0.00, 0.01], [0.00, 0.01, -0.01], [-0.01, -0.01, -0.02], [-0.01, 0.00, 0.00], [0.00, 0.00, 0.01], [0.02, -0.03, 0.00], [0.02, 0.00, 0.01], [0.01, -0.01, 0.01]]
}